# 1
ORCA calculation (the ωB97M-V functional and the def2-TZVPD basis) on the molecule C3H3NO3.

HOMO energy, eV: -9.00
ΔE to the lowest compared entry with this formula, charge and spin, kcal/mol: 100.08
E_LUMO, eV: 0.8
SMILES: O=COc1co[nH]1
Largest force on an atom, hartree/bohr: 0.0121

The geometry in ORCA input format:
```
! RIJCOSX wB97M-V def2-TZVPD def2/J DEFGRID3
* xyz 0 1
N 0.680 -0.575 -1.621
C 0.207 -0.229 -0.327
O -0.567 -1.041 0.438
C -1.056 -0.475 1.565
O -0.787 0.631 1.941
C 0.846 0.940 -0.345
O 1.290 0.741 -1.657
H -0.050 -0.566 -2.336
H -1.726 -1.186 2.062
H 1.162 1.759 0.280
*
```

These are the natural (NBO) partial charges, in e, on atoms 1 to 2: atom 1 (N): -0.287, atom 2 (C): 0.288

# 2
ORCA calculation (the ωB97M-V functional and the def2-TZVPD basis) on the molecule ClH2PS.

HOMO energy, eV: -9.46
ΔE to the lowest compared entry with this formula, charge and spin, kcal/mol: 16.44
E_LUMO, eV: -0.2
SMILES: PSCl
Largest force on an atom, hartree/bohr: 0.0084

The geometry in ORCA input format:
```
! RIJCOSX wB97M-V def2-TZVPD def2/J DEFGRID3
* xyz 0 1
P 0.383 -0.682 -0.874
S -0.921 -0.801 0.765
Cl -0.835 1.031 1.657
H -0.075 0.544 -1.357
H 1.448 -0.093 -0.192
*
```

These are the natural (NBO) partial charges, in e, on atoms 1 to 2: atom 1 (P): 0.223, atom 2 (S): -0.029

# 3
ORCA calculation (the ωB97M-V functional and the def2-TZVPD basis) on the molecule C5H13NO at a distorted geometry.

HOMO energy, eV: -9.24
ΔE to the lowest compared entry with this formula, charge and spin, kcal/mol: 68.40
E_LUMO, eV: 0.9
SMILES: CCCCNCO
Largest force on an atom, hartree/bohr: 0.0996

The geometry in ORCA input format:
```
! RIJCOSX wB97M-V def2-TZVPD def2/J DEFGRID3
* xyz 0 1
C 0.367 0.216 -0.711
N -0.828 0.387 -0.031
C -1.774 1.440 -0.735
O -2.534 0.823 -1.951
C 1.702 -0.045 0.156
C 1.739 -1.402 0.856
C 1.548 -1.396 2.391
H 0.430 1.072 -1.372
H 0.260 -0.649 -1.402
H -1.417 -0.410 -0.151
H -2.583 1.698 0.134
H -1.091 2.235 -1.017
H -3.439 1.081 -2.154
H 2.540 -0.002 -0.440
H 1.913 0.863 0.837
H 2.696 -1.935 0.675
H 0.949 -2.022 0.490
H 2.183 -0.561 2.964
H 1.642 -2.409 2.960
H 0.499 -1.132 2.566
*
```

These are the natural (NBO) partial charges, in e, on atoms 1 to 2: atom 1 (C): -0.215, atom 2 (N): -0.627

# 4
ORCA calculation (the ωB97M-V functional and the def2-TZVPD basis) on a 6-piece molecular cluster, C36H73F6N3O5 overall at a distorted geometry.

HOMO energy, eV: -11.44
ΔE to the lowest compared entry with this formula, charge and spin, kcal/mol: 61.79
E_LUMO, eV: -4.1
Largest force on an atom, hartree/bohr: 0.1408

The geometry in ORCA input format:
```
! RIJCOSX wB97M-V def2-TZVPD def2/J DEFGRID3
* xyz 2 1
C 3.948 2.070 3.609
C 2.582 1.426 3.444
C 1.859 0.929 4.671
N 0.544 0.274 4.473
C 0.848 -1.044 4.043
C -0.478 -2.062 3.972
C -1.242 -2.127 5.225
C -1.504 -0.642 5.852
C -0.170 0.189 5.760
C -0.373 1.018 3.572
H 3.683 2.946 4.261
H 4.324 2.409 2.478
H 4.808 1.599 4.004
H 2.629 0.438 2.859
H 1.920 2.011 2.769
H 1.728 1.805 5.287
H 2.434 0.380 5.396
H 1.492 -1.572 4.661
H 1.343 -0.960 3.036
H -0.209 -2.990 3.584
H -1.202 -1.488 3.342
H -0.616 -2.613 5.994
H -2.359 -2.510 5.073
H -1.827 -0.608 7.076
H -2.559 -0.492 5.362
H 0.569 -0.265 6.554
H -0.369 1.274 6.223
H 0.331 1.234 2.652
H -0.362 1.982 4.022
H -1.429 0.571 3.373
C 0.185 -7.312 0.112
C 0.946 -6.051 0.144
C 0.685 -4.964 -1.055
N 1.473 -3.698 -0.997
C 2.892 -3.888 -0.572
C 3.950 -2.684 -0.833
C 3.763 -2.193 -2.232
C 2.284 -1.827 -2.558
C 1.327 -3.009 -2.363
C 0.840 -2.877 0.161
H -0.925 -6.821 0.174
H 0.554 -7.924 0.945
H 0.560 -7.769 -0.793
H 1.886 -6.280 -0.036
H 0.840 -5.560 1.133
H -0.351 -4.943 -1.135
H 0.691 -5.581 -1.992
H 2.995 -4.681 -1.286
H 3.057 -4.379 0.432
H 4.941 -3.042 -0.452
H 3.592 -1.914 -0.049
H 4.047 -2.941 -2.909
H 4.307 -1.203 -2.305
H 2.300 -1.335 -3.432
H 2.065 -0.765 -1.998
H 1.384 -3.523 -3.279
H 0.389 -2.712 -2.537
H 0.148 -2.188 -0.201
H 1.419 -2.099 0.526
H 0.410 -3.291 1.064
C -4.876 -0.003 1.251
C -4.796 -0.264 -0.179
C -3.315 -0.104 -0.752
N -3.095 -0.267 -2.211
C -4.018 0.588 -2.955
C -3.584 0.910 -4.429
C -2.191 1.492 -4.479
C -1.194 0.490 -3.840
C -1.668 0.165 -2.450
C -3.269 -1.686 -2.623
H -4.688 1.087 1.674
H -4.161 -0.814 1.651
H -5.835 -0.277 1.743
H -5.371 0.311 -0.757
H -5.294 -1.236 -0.282
H -2.654 -0.699 -0.121
H -2.904 0.770 -0.525
H -4.184 1.545 -2.381
H -5.103 0.178 -3.299
H -4.185 1.506 -4.942
H -3.858 0.069 -5.180
H -2.252 2.438 -3.970
H -1.968 1.788 -5.620
H -0.202 0.837 -3.667
H -1.210 -0.318 -4.569
H -1.431 0.988 -1.965
H -0.914 -0.566 -2.027
H -4.134 -2.072 -2.305
H -2.729 -2.468 -2.242
H -3.621 -2.082 -3.624
C 0.917 0.815 0.054
O -0.189 0.149 0.419
H 1.795 0.160 0.587
H 0.758 1.984 0.360
H 0.898 0.782 -0.911
C 2.696 4.557 -1.759
C 2.976 3.137 -2.058
O 3.637 3.142 -3.341
C 3.758 2.030 -4.118
O 3.207 0.985 -3.938
C 4.718 2.154 -5.315
F 5.464 0.974 -5.331
F 4.054 2.331 -6.485
F 5.574 3.173 -5.200
H 1.760 4.965 -2.412
H 3.487 5.171 -1.770
H 2.457 4.589 -0.631
H 2.077 2.400 -2.099
H 3.667 2.751 -1.342
C -0.369 4.269 1.972
C -1.430 3.644 0.966
O -2.028 4.880 0.502
C -2.918 4.747 -0.620
O -3.261 3.756 -1.180
C -3.593 6.016 -0.889
F -2.605 7.129 -0.698
F -4.014 6.160 -2.149
F -4.609 6.124 -0.106
H 0.102 5.190 1.810
H 0.526 3.770 2.039
H -0.690 3.916 2.932
H -2.374 3.002 1.238
H -0.751 3.123 0.221
*
```

These are the Mulliken partial charges, in e, on atoms 1 to 2: atom 1 (C): -1.375, atom 2 (C): 0.932

| no. | gap between HOMO and LUMO (eV) |
| --- | --- |
| 1 | 9.80 |
| 2 | 9.29 |
| 3 | 10.18 |
| 4 | 7.34 |